1.
53
Properties=species:S:1:pos:R:3:lowdin_charge:R:1 method="wB97M-V/def2-TZVPD" homo_energy_ev=-8.423 spin_multiplicity=1 e_lumo_ev=0.4 gap_ev=8.83 smiles="CCOC(=O)c1c(C)[nH]c(C(=O)COC(=O)[C@H](C)NC(=O)c2ccccc2Cl)c1C" e_tot_ha=-1835.26083
C -1.126 -0.586 5.188 -0.057
C -0.478 0.675 4.645 -0.219
O 0.264 0.330 3.479 -0.022
C 0.552 1.326 2.624 -0.437
O 0.235 2.475 2.833 0.097
C 1.230 0.834 1.428 -0.037
C 1.512 -0.503 1.121 -0.216
C 1.349 -1.730 1.931 -0.004
N 2.027 -0.539 -0.113 0.153
C 2.099 0.731 -0.649 -0.137
C 2.570 1.033 -1.972 -0.317
O 2.746 2.159 -2.395 0.094
C 2.843 -0.177 -2.889 -0.058
O 1.771 -1.121 -2.845 0.003
C 0.759 -0.938 -3.697 -0.439
O 0.734 -0.119 -4.572 0.144
C -0.424 -1.838 -3.320 -0.256
C -1.272 -2.189 -4.531 -0.025
N -1.176 -1.058 -2.353 0.129
C -0.982 -1.205 -1.019 -0.452
O -0.348 -2.130 -0.555 0.046
C -1.592 -0.121 -0.191 -0.152
C -1.435 1.210 -0.575 -0.027
C -1.915 2.238 0.213 -0.062
C -2.568 1.952 1.401 -0.062
C -2.736 0.639 1.800 -0.100
C -2.240 -0.390 1.013 -0.581
Cl -2.472 -2.018 1.532 0.762
C 1.617 1.618 0.316 -0.134
C 1.548 3.092 0.186 -0.014
H -0.364 -1.308 5.468 0.078
H -1.764 -1.036 4.431 0.052
H -1.724 -0.345 6.062 0.078
H -1.226 1.430 4.377 0.115
H 0.203 1.117 5.381 0.131
H 1.728 -2.592 1.389 0.087
H 1.868 -1.629 2.882 0.091
H 0.297 -1.894 2.148 0.055
H 2.219 -1.391 -0.619 0.156
H 3.742 -0.706 -2.562 0.140
H 2.974 0.192 -3.911 0.134
H -0.061 -2.725 -2.792 0.152
H -0.722 -2.854 -5.190 0.088
H -2.188 -2.681 -4.215 0.086
H -1.519 -1.285 -5.083 0.083
H -1.673 -0.254 -2.706 0.151
H -0.899 1.443 -1.484 0.122
H -1.773 3.262 -0.094 0.114
H -2.939 2.753 2.021 0.116
H -3.248 0.402 2.719 0.107
H 1.299 3.371 -0.835 0.080
H 2.526 3.520 0.405 0.100
H 0.828 3.496 0.891 0.066



2.
51
Properties=species:S:1:pos:R:3:lowdin_spin:R:1 method="wB97M-V/def2-TZVPD" homo_energy_ev="-7.213 / -8.132" spin_multiplicity=4 e_lumo_ev="-0.8 / -2.4" gap_ev="6.44 / 5.69" e_tot_ha=-4499.72831 relative_energy_kcal_mol=1.5
Pt -0.415 0.553 1.121 0.517
S -1.678 2.886 5.122 0.842
Sb -2.507 1.167 3.747 0.088
S -2.066 2.084 1.552 0.193
S -0.552 -0.200 3.447 0.558
Ge 1.575 1.955 1.746 0.283
C 1.964 0.100 1.118 0.046
C 2.425 -0.911 1.994 0.014
C 2.683 -2.178 1.533 0.001
C 2.439 -2.507 0.190 0.010
C 1.943 -1.561 -0.673 0.003
C 1.703 -0.256 -0.213 0.020
C 1.957 3.125 0.240 0.060
C 3.225 3.108 -0.344 0.013
C 3.487 3.868 -1.475 0.003
C 2.486 4.651 -2.034 0.000
C 1.223 4.676 -1.461 0.000
C 0.960 3.915 -0.328 0.006
H 2.540 2.160 2.926 0.037
H 2.583 -0.676 3.040 0.002
H 3.066 -2.931 2.211 0.000
H 2.636 -3.511 -0.162 0.001
H 1.737 -1.811 -1.705 0.000
H 1.436 0.508 -0.936 0.006
H 4.012 2.494 0.079 0.003
H 4.473 3.847 -1.922 0.000
H 2.692 5.242 -2.918 0.000
H 0.442 5.287 -1.894 0.000
H -0.031 3.933 0.111 0.001
C -0.784 -3.100 1.236 0.005
N -2.148 -3.195 0.759 0.004
C -2.275 -3.996 -0.438 0.000
C -2.839 -1.921 0.693 0.007
C -2.514 -1.033 -0.496 0.027
C -3.228 -1.223 -1.683 0.008
C -2.991 -0.466 -2.816 -0.003
C -2.028 0.534 -2.777 0.010
C -1.324 0.759 -1.604 0.043
C -1.554 -0.033 -0.479 0.173
H -0.307 -4.077 1.138 0.000
H -0.765 -2.806 2.286 0.001
H -0.170 -2.376 0.676 0.003
H -1.884 -4.995 -0.242 0.000
H -1.746 -3.584 -1.312 0.000
H -3.329 -4.097 -0.707 0.000
H -2.628 -1.378 1.618 0.001
H -3.911 -2.134 0.670 0.000
H -3.996 -1.989 -1.704 0.001
H -3.565 -0.639 -3.716 0.000
H -1.840 1.154 -3.644 0.001
H -0.611 1.578 -1.570 0.010



3.
57
Properties=species:S:1:pos:R:3:lowdin_charge:R:1 method="wB97M-V/def2-TZVPD" homo_energy_ev="-17.605 / -17.620" spin_multiplicity=1 e_lumo_ev="-12.0 / -11.9" gap_ev="5.64 / 5.67" charge=+3 e_tot_ha=-1638.85114
Pd -0.030 -1.383 -0.509 1.042
C 3.773 3.990 -3.035 0.011
C 2.775 3.144 -2.338 -0.160
C 1.431 3.547 -2.221 0.032
C 0.532 2.747 -1.591 0.041
C 0.910 1.476 -1.042 -0.177
N -0.016 0.737 -0.422 0.080
C -0.906 1.363 0.367 -0.162
C -0.486 2.536 1.090 0.041
C -1.302 3.162 1.977 0.028
C -2.603 2.672 2.216 -0.167
C -3.482 3.318 3.222 0.009
C -3.040 1.542 1.500 0.069
C -2.246 0.899 0.590 -0.086
N -2.796 -0.103 -0.193 -0.058
C -4.104 -0.225 -0.588 0.017
C -4.196 -1.318 -1.392 0.026
C -2.889 -1.831 -1.461 -0.053
N -2.059 -1.089 -0.746 -0.042
C 2.273 1.062 -1.178 -0.078
C 3.158 1.891 -1.806 0.079
N 2.739 -0.115 -0.579 -0.058
C 4.006 -0.350 -0.129 0.010
C 4.110 -1.680 0.154 0.020
C 2.851 -2.214 -0.154 -0.075
N 2.032 -1.270 -0.595 -0.037
H 3.443 5.020 -3.142 0.105
H 3.943 3.595 -4.045 0.130
H 4.743 3.952 -2.539 0.111
H 1.113 4.491 -2.646 0.147
H -0.513 3.029 -1.545 0.146
H 0.532 2.877 0.955 0.140
H -0.945 4.027 2.523 0.146
H -3.203 4.355 3.393 0.106
H -3.382 2.800 4.185 0.127
H -4.535 3.255 2.946 0.109
H -4.044 1.174 1.676 0.142
H -4.863 0.487 -0.302 0.149
H -5.074 -1.696 -1.889 0.135
H -2.522 -2.676 -2.023 0.124
H 4.189 1.579 -1.923 0.144
H 4.731 0.442 -0.018 0.151
H 4.973 -2.203 0.538 0.132
H 2.527 -3.241 -0.115 0.119
N -0.063 -2.458 2.488 0.046
N -0.091 -3.835 2.278 -0.003
C -0.112 -4.392 1.060 -0.368
N -0.161 -5.710 0.999 0.241
N -0.071 -3.567 -0.021 0.046
N -0.135 -4.073 -1.309 -0.413
O -0.177 -5.252 -1.585 0.122
O -0.140 -3.171 -2.144 -0.017
H 0.766 -2.230 3.022 0.103
H -0.873 -2.201 3.036 0.101
H -0.113 -4.444 3.082 0.170
H -0.205 -6.281 1.830 0.149
H -0.174 -6.163 0.099 0.110